No. 1
ORCA calculation (ωB97M-V/def2-TZVPD) on C10H30BCaF5O5 as an isolated structure.

Atoms and positions in Å:
Ca -1.796 2.153 0.556
F -0.957 0.641 -0.892
F 0.455 2.420 -0.897
F 1.360 0.308 -1.013
F -0.673 4.095 0.968
F 0.290 1.101 0.875
O 2.303 -0.893 -3.600
O -2.168 1.006 2.438
O -1.500 -1.775 0.564
O -3.738 0.620 0.072
O 5.992 0.733 -0.335
C -5.221 1.285 -1.692
C 4.289 2.087 -1.340
C -2.041 1.770 3.706
C -4.114 0.340 -1.282
C 2.304 -2.852 -2.138
C 2.216 -2.326 -3.574
C -0.473 -2.278 1.430
C -1.095 -3.254 2.393
C 4.846 0.682 -1.162
C -0.569 2.004 3.967
B 0.336 1.084 -0.545
H -1.440 -4.132 1.850
H -0.274 -3.556 3.047
H 6.225 -0.184 -0.151
H -3.888 -0.160 0.614
H 1.196 -2.512 -3.924
H -2.634 2.676 3.591
H 0.158 -1.512 1.894
H 0.271 -2.797 0.811
H 2.217 -3.942 -2.118
H 3.233 -2.515 -1.680
H -6.154 1.075 -1.166
H -0.492 2.715 4.796
H -0.029 2.478 3.149
H -4.450 -0.693 -1.408
H 4.507 2.588 -0.391
H -1.087 -1.173 -0.067
H -5.528 1.136 -2.732
H 1.567 -0.507 -3.118
H -2.200 0.081 2.703
H -1.937 -2.797 2.912
H 4.011 0.053 -0.819
H -4.945 2.332 -1.572
H 3.214 2.161 -1.480
H 4.796 2.687 -2.097
H -3.267 0.368 -1.973
H 5.039 0.207 -2.136
H -2.421 1.149 4.517
H 1.474 -2.529 -1.508
H -0.148 1.038 4.243
H 2.944 -2.690 -4.289

Results
maximum force: 2.6 eV/Å
lowest unoccupied orbital energy: -0.32 eV
multiplicity: 1
HOMO energy: -9.4299 eV
electronic energy: -1977.2937 Eh

No. 2
ORCA calculation (ωB97M-V/def2-TZVPD) on C10H30GaN10O19 as an isolated structure.

Atoms and positions in Å:
Ga -2.386 -2.707 1.696
O -1.674 -0.419 7.208
O 1.127 -3.465 2.447
O 5.162 1.548 -4.444
O 0.171 -1.213 -5.985
O 3.703 0.873 -2.938
O 4.724 -1.263 8.928
O 0.969 3.236 3.195
O 2.159 -0.813 -6.847
O -3.914 -2.104 -3.941
O -0.662 2.808 4.613
O -3.196 -0.099 2.400
O 2.870 -0.388 8.121
O 0.464 1.545 -6.351
O -4.030 1.652 -2.869
O -3.238 -3.075 -2.082
O 0.159 2.856 -4.606
O 0.057 -0.063 5.894
O -4.933 0.463 1.167
O -2.176 0.777 -2.062
N -3.896 0.718 1.791
N 1.004 -1.250 -6.899
N 4.764 0.775 -3.565
N -3.962 -2.302 -2.721
N -0.766 -1.590 1.878
N -0.541 0.017 6.973
N 0.194 2.475 3.785
N -2.875 1.224 -2.979
N 4.025 -0.816 8.011
N 0.854 2.147 -5.343
C 2.291 2.010 -4.981
C 0.571 -1.880 -8.175
C 5.646 -0.377 -3.235
C -3.446 2.136 1.814
C -4.982 -1.544 -1.947
C -2.276 1.251 -4.341
C 0.303 -2.392 2.289
C 0.305 1.026 3.465
C 0.171 0.699 8.087
C 4.624 -0.789 6.649
H -2.904 0.636 -4.989
H -4.153 2.740 1.241
H 5.637 -1.193 6.700
H 5.768 -0.969 -4.144
H 1.092 0.145 8.277
H -5.544 -0.907 -2.633
H 0.295 -2.914 -7.956
H 6.600 0.026 -2.891
H 3.996 -1.404 6.001
H 1.399 -1.844 -8.886
H -3.001 -2.891 3.180
H 2.779 1.362 -5.712
H 2.731 3.008 -4.996
H 4.639 0.251 6.317
H 0.381 1.722 7.767
H -5.641 -2.272 -1.469
H -2.453 2.174 1.363
H -0.470 0.696 8.971
H 5.173 -0.970 -2.449
H 1.317 0.708 3.724
H -3.421 2.457 2.857
H -3.443 -1.949 0.767
H 2.338 1.569 -3.983
H -0.284 -1.313 -8.550
H -4.452 -0.941 -1.207
H -1.897 -4.132 1.113
H 0.112 0.908 2.397
H -2.261 2.291 -4.673
H -1.263 0.847 -4.290
H -0.434 0.477 4.054

Results
maximum force: 11.0 eV/Å
lowest unoccupied orbital energy: 1.02 eV
multiplicity: 1
HOMO energy: -4.6317 eV
net charge: -1
electronic energy: -4299.9846 Eh

No. 3
ORCA calculation (ωB97M-V/def2-TZVPD) on C10H30GeN3O8P3Se3TeW as an isolated structure.

Atoms and positions in Å:
W -0.869 -0.376 2.026
Te -0.311 2.167 2.723
Se 2.154 0.614 5.636
Se 0.376 0.099 4.235
Se -3.250 0.308 1.454
Ge 2.912 -0.553 1.560
P -0.949 1.154 -1.528
P -1.320 -3.157 3.335
P -2.031 -3.170 0.568
O -3.520 -2.705 0.298
O -1.376 -3.970 4.557
O -1.206 -1.881 0.675
O -2.110 -3.796 2.092
O -1.796 -1.673 3.300
O 0.197 -3.126 2.811
O -1.564 -4.206 -0.364
O -0.750 0.723 -0.137
N -2.172 2.278 -1.728
N -1.307 -0.053 -2.606
N 0.414 1.906 -2.113
C 3.705 1.145 2.106
C -0.275 -0.677 -3.423
C -3.538 1.884 -2.046
C 3.511 -1.973 2.766
C 1.027 -0.593 1.174
C 3.815 -0.977 -0.154
C 0.327 2.696 -3.323
C -2.141 3.310 -0.686
C 1.462 2.327 -1.194
C -2.288 -1.033 -2.108
H -4.057 1.484 -1.167
H -1.108 3.576 -0.453
H -2.964 -1.327 -2.917
H 1.262 2.612 -3.888
H 1.513 1.640 -0.349
H -1.776 -1.923 -1.734
H -2.619 2.954 0.235
H 0.002 -1.650 -3.006
H 2.423 2.322 -1.717
H -3.633 -1.795 0.705
H 0.618 -0.057 -3.461
H 0.695 -3.828 3.245
H 3.573 -0.232 -0.916
H -0.641 -0.831 -4.444
H -2.652 4.203 -1.058
H 3.108 -2.937 2.450
H 3.121 1.986 1.729
H 3.743 1.223 3.188
H 3.491 -1.953 -0.524
H 4.721 1.202 1.702
H -2.872 -0.624 -1.283
H -3.538 1.142 -2.842
H 3.200 -1.762 3.790
H 0.152 3.758 -3.103
H -4.075 2.768 -2.404
H 1.283 3.337 -0.804
H 0.894 -1.308 0.357
H 4.900 -0.998 -0.020
H 4.603 -2.021 2.735
H -0.490 2.347 -3.952

Results
maximum force: 3.0 eV/Å
lowest unoccupied orbital energy (spin up / spin down): 4.07 / 4.07 eV
multiplicity: 1
HOMO energy (spin up / spin down): -1.2572 / -1.2650 eV
net charge: -2
relative energy (zero: lowest compared OMol25 entry of this formula, charge and spin): 443.57 kJ/mol
electronic energy: -11805.9842 Eh

No. 4
ORCA calculation (ωB97M-V/def2-TZVPD) on C10H30KO5 as an isolated structure.

Atoms and positions in Å:
K -0.476 0.313 0.676
O 0.339 -1.910 2.070
O 0.705 1.451 2.971
O 1.669 -0.215 -0.848
O -0.636 2.851 -0.534
O -2.397 -0.808 -1.325
C 0.378 3.535 -1.227
C -0.483 1.224 5.001
C 0.862 1.393 4.356
C -1.481 -0.450 -3.460
C 2.348 -1.479 -0.812
C 2.162 -2.091 -2.247
C -0.198 -3.183 1.854
C -1.270 -3.054 0.787
C -2.384 0.139 -2.359
C 0.360 3.163 -2.730
H 0.285 4.618 -1.149
H -0.469 -0.447 -3.055
H -2.043 1.083 -1.933
H -0.611 3.281 -3.211
H -2.059 -2.349 1.050
H -1.794 -1.416 -3.857
H 1.458 0.504 4.562
H -1.011 0.335 4.654
H -0.671 -3.612 2.738
H -0.333 0.997 6.056
H -0.797 3.324 0.286
H -1.845 -3.977 0.711
H 1.350 3.272 -0.808
H 3.375 -1.199 -0.576
H 0.576 -3.878 1.527
H 0.987 3.912 -3.214
H 2.228 0.308 -1.427
H 2.433 -1.433 -3.073
H -0.869 -2.885 -0.212
H -3.017 -1.496 -1.577
H 1.126 -1.954 2.617
H -1.106 2.098 4.811
H 1.413 2.276 4.679
H -1.494 0.335 -4.216
H 0.295 2.297 2.777
H 2.719 -3.027 -2.229
H 0.741 2.177 -2.996
H 1.923 -2.109 -0.031
H 1.101 -2.301 -2.378
H -3.389 0.389 -2.698

Results
maximum force: 2.3 eV/Å
lowest unoccupied orbital energy: -2.66 eV
multiplicity: 1
HOMO energy: -13.1791 eV
net charge: +1
relative energy (zero: lowest compared OMol25 entry of this formula, charge and spin): 58.11 kJ/mol
electronic energy: -1374.9365 Eh

No. 5
ORCA calculation (ωB97M-V/def2-TZVPD) on a 5-piece molecular cluster, C10H30O5 overall.

Atoms and positions in Å:
O -0.978 3.714 2.467
O 0.392 1.945 -2.288
O -2.598 -2.589 3.063
O -3.096 -3.309 -2.108
O 2.820 0.678 -1.090
C 3.385 -1.048 0.449
C -0.202 -2.162 2.766
C -1.772 1.889 1.154
C -0.695 -3.439 -2.096
C -1.626 -1.614 2.964
C 2.296 -0.323 -0.247
C -0.623 2.373 2.027
C 0.751 3.103 -3.026
C 2.120 3.647 -2.893
C -1.925 -3.127 -1.227
H 3.060 -1.633 1.388
H 0.022 -2.594 3.804
H -1.833 -0.890 2.246
H -1.935 -3.716 -0.232
H 2.008 4.687 -3.124
H 0.531 -1.277 2.738
H -0.237 4.089 3.143
H 2.506 3.732 -1.858
H 0.327 2.408 1.533
H -0.741 -2.943 -3.052
H -0.631 1.730 -2.410
H -2.129 -2.108 -0.843
H -3.478 -2.174 3.121
H 3.765 -1.628 -0.272
H -3.677 -2.955 -1.621
H 1.699 -0.846 -1.003
H 2.818 3.023 -3.391
H -2.853 1.698 1.587
H 2.128 1.157 -1.392
H 0.012 3.754 -3.021
H 0.501 2.906 -4.195
H -0.777 -4.668 -2.362
H 0.174 -2.760 2.084
H -1.872 2.620 0.228
H 0.322 -3.209 -1.697
H -0.671 1.990 2.900
H 1.607 0.402 0.263
H -1.299 0.848 0.878
H 4.077 -0.391 0.777
H -1.693 -0.996 3.886

Results
maximum force: 10.2 eV/Å
lowest unoccupied orbital energy: 0.34 eV
multiplicity: 1
HOMO energy: -9.5392 eV
relative energy (zero: lowest compared OMol25 entry of this formula, charge and spin): 636.48 kJ/mol
electronic energy: -774.9181 Eh
SMILES string: CCO.CCO.CCO.CCO.CCO

No. 6
ORCA calculation (ωB97M-V/def2-TZVPD) on a 5-piece molecular cluster, C10H31NO5 overall.

Atoms and positions in Å:
O 12.903 13.536 21.429
O 8.513 11.479 21.968
O 7.673 11.628 17.255
O 13.434 10.789 15.411
O 10.833 12.110 20.500
N 9.520 8.182 23.179
C 12.503 11.055 16.445
C 7.874 12.628 22.604
C 14.311 15.413 21.903
C 12.969 14.931 21.364
C 8.102 8.490 21.383
C 7.555 11.459 18.670
C 8.689 10.441 22.976
C 9.219 9.189 22.186
C 6.130 11.237 19.054
C 13.116 11.880 17.593
H 6.881 12.353 22.959
H 12.571 11.804 18.534
H 6.035 10.151 19.017
H 9.489 10.698 23.670
H 10.050 12.013 21.042
H 11.587 11.498 16.054
H 9.806 8.586 24.059
H 14.077 11.453 17.879
H 12.085 10.239 17.034
H 11.495 12.461 21.095
H 5.921 11.507 20.089
H 10.056 9.494 21.558
H 12.916 10.806 14.602
H 13.197 12.956 17.440
H 8.123 10.666 19.155
H 12.115 15.281 21.944
H 7.849 10.271 23.650
H 14.372 16.499 21.831
H 7.292 7.967 21.892
H 7.575 9.335 20.942
H 15.124 14.898 21.393
H 12.864 15.116 20.295
H 8.503 7.887 20.568
H 7.973 12.533 17.144
H 14.497 15.253 22.965
H 7.667 13.387 21.849
H 8.654 7.708 23.392
H 5.391 11.775 18.460
H 13.365 13.263 22.226
H 8.434 13.111 23.404
H 7.967 12.356 19.132

Results
maximum force: 3.2 eV/Å
lowest unoccupied orbital energy: 0.46 eV
multiplicity: 1
HOMO energy: -9.3989 eV
relative energy (zero: lowest compared OMol25 entry of this formula, charge and spin): 108.31 kJ/mol
electronic energy: -830.4479 Eh
SMILES string: COC[C@H](C)N.CCO.CCO.CCO.O

No. 7
ORCA calculation (ωB97M-V/def2-TZVPD) on a 6-piece molecular cluster, C10H31O6S5 overall.

Atoms and positions in Å:
S -0.763 37.585 44.739
S -4.418 35.345 51.359
S -4.625 42.471 50.320
S -0.930 39.204 51.484
S -2.427 35.190 48.269
O -2.382 38.549 48.826
O 0.644 37.052 44.715
O -5.603 43.428 50.923
O -2.569 33.936 49.090
O -3.797 35.141 52.743
O 0.262 40.019 51.675
C -0.982 38.025 43.088
C -3.530 43.631 49.681
C -4.182 37.195 51.086
C -0.616 39.164 45.544
C -0.526 37.954 52.616
C -0.725 35.793 48.262
C -2.441 34.528 46.677
C -3.381 41.889 51.570
C -6.177 35.144 51.905
C -2.204 39.938 52.425
H -1.468 39.796 45.330
H -3.423 34.096 46.527
H -2.979 39.299 52.769
H -0.030 35.041 47.824
H -1.288 37.508 52.746
H -6.305 34.080 52.190
H -0.667 39.132 46.551
H 0.285 39.758 45.260
H -2.786 40.552 51.721
H -1.881 40.582 53.412
H -3.258 42.609 52.429
H -2.858 43.190 49.116
H -1.769 38.723 42.961
H -0.437 35.916 49.323
H -4.871 37.230 50.194
H -1.623 33.893 46.764
H -6.433 35.539 52.789
H -3.055 44.135 50.699
H -2.000 38.837 49.780
H -4.062 44.563 49.224
H 0.230 37.142 52.314
H -6.831 35.485 51.112
H -3.227 37.621 50.904
H -4.703 37.644 51.861
H -3.698 40.932 51.853
H -1.231 37.207 42.432
H -2.522 35.347 45.871
H -2.491 41.424 51.027
H -0.670 36.764 47.735
H -0.117 38.326 53.559
H -0.085 38.593 42.655

Results
maximum force: 12.3 eV/Å
lowest unoccupied orbital energy: 2.36 eV
multiplicity: 1
HOMO energy: -3.7870 eV
net charge: -1
relative energy (zero: lowest compared OMol25 entry of this formula, charge and spin): 273.80 kJ/mol
electronic energy: -2841.4896 Eh

No. 8
ORCA calculation (ωB97M-V/def2-TZVPD) on a 6-piece molecular cluster, C10H32N2O6 overall.

Atoms and positions in Å:
O 1.668 -2.150 0.119
O 0.526 0.281 -0.218
O -0.245 2.185 -2.062
O -1.967 1.921 1.250
O -0.361 -0.882 4.862
O -1.737 -3.726 0.525
N -0.052 -0.759 2.587
N -0.821 1.017 3.660
C -1.980 -3.867 -0.788
C -1.064 -2.919 -1.554
C -2.875 3.041 1.156
C 0.504 0.449 -3.499
C -0.327 -0.130 3.655
C 2.954 -1.970 0.722
C -2.412 4.095 0.147
C 3.815 -1.271 -0.306
C 0.728 1.834 -3.032
C 1.374 1.206 0.370
H 3.929 -1.871 -1.217
H 3.527 -0.242 -0.557
H -2.327 3.608 -0.809
H -2.888 3.601 2.165
H 0.264 -1.788 2.635
H 0.040 -0.455 1.618
H 2.879 -1.387 1.614
H 1.276 0.172 -4.200
H 0.547 2.422 -3.887
H -0.286 1.590 -1.338
H -1.219 -2.981 -2.646
H -0.047 -3.248 -1.401
H -0.933 1.663 2.830
H 4.881 -1.217 0.043
H -1.261 -1.929 -1.247
H -1.471 4.557 0.387
H 1.035 -0.587 -0.183
H 3.314 -2.984 0.964
H 0.605 -0.256 -2.681
H -0.417 0.331 -4.041
H 0.917 2.131 0.624
H -3.031 -3.708 -0.911
H -1.861 -4.898 -1.010
H 1.708 2.036 -2.640
H -1.103 1.412 4.542
H -3.885 2.634 1.068
H -1.893 1.589 0.354
H -1.898 -2.797 0.686
H -3.184 4.853 0.002
H 1.201 -2.856 0.577
H 1.720 0.802 1.339
H 2.134 1.448 -0.270

Results
maximum force: 11.3 eV/Å
lowest unoccupied orbital energy: 0.50 eV
multiplicity: 1
HOMO energy: -8.2208 eV
relative energy (zero: lowest compared OMol25 entry of this formula, charge and spin): 71.03 kJ/mol
electronic energy: -961.0493 Eh
SMILES string: NC(N)=O.CCO.CCO.CCO.CCO.CO

Number 5 is which compound? C10H30O5